(1)
ORCA calculation (the ωB97M-V functional and the def2-TZVPD basis) on C25H43N5OPRhS5 as an isolated structure in a non-equilibrium geometry.

Computed properties:
Charge: +4
Electronic energy (eV): -102550.142
LUMO (spin up / spin down) (eV): -12.1 / -15.6
Strongest force on any atom (eV Å⁻¹): 3.8
Spin multiplicity: 5

The geometry in XYZ format:
```
81
C25H43N5OPRhS5, DFT the ωB97M-V functional and the def2-TZVPD basis
Rh 9.743 9.674 17.098
S 9.596 9.935 19.441
S 11.911 9.441 17.606
S 7.387 9.535 17.045
S 9.905 8.051 15.407
S 12.367 7.437 9.534
P 9.753 11.695 16.476
O 11.497 11.077 12.866
N 13.903 9.455 10.215
N 8.740 13.580 14.660
N 10.794 14.317 15.872
N 11.768 9.537 11.181
N 8.568 14.151 17.090
C 9.913 14.883 16.950
C 7.334 7.749 16.387
C 11.186 13.011 16.321
C 8.753 12.791 17.628
C 12.858 14.246 9.233
C 15.563 7.722 11.465
C 11.843 10.835 11.723
C 10.055 14.340 14.586
C 12.887 14.263 10.628
C 11.357 7.073 16.098
C 11.905 8.459 19.176
C 8.016 8.974 19.736
C 12.445 13.066 8.563
C 12.406 8.155 16.329
C 16.136 8.406 10.264
C 8.602 7.037 16.093
C 9.032 12.103 14.820
C 7.852 14.093 15.850
C 12.692 13.166 11.414
C 12.356 11.909 10.779
C 6.911 9.434 18.770
C 12.129 11.967 9.429
C 12.701 8.890 10.354
C 14.953 8.888 9.429
C 10.713 8.656 20.083
H 10.657 13.754 13.866
H 16.767 7.760 9.620
H 6.876 7.124 17.209
H 7.759 12.277 17.771
H 11.893 12.484 15.654
H 12.889 8.801 19.549
H 14.839 6.962 11.083
H 11.128 6.672 17.101
H 14.199 10.228 10.882
H 8.409 6.190 15.454
H 9.821 15.975 16.780
H 15.088 8.361 12.238
H 16.372 7.180 11.947
H 12.132 7.387 18.977
H 12.285 13.034 7.511
H 11.789 11.015 9.001
H 8.235 13.663 13.760
H 11.222 8.887 11.754
H 8.954 6.725 17.116
H 13.044 15.243 11.090
H 6.702 7.812 15.502
H 8.084 11.521 14.619
H 12.633 8.757 15.419
H 7.530 15.078 15.479
H 11.561 13.156 17.374
H 11.627 6.321 15.364
H 6.220 8.621 18.846
H 15.325 9.512 8.665
H 13.346 7.842 16.750
H 8.139 7.978 19.514
H 13.290 15.030 8.559
H 9.889 15.401 14.385
H 9.262 12.729 18.558
H 10.987 9.009 21.062
H 7.033 13.338 15.961
H 12.842 13.311 12.495
H 16.873 9.227 10.562
H 9.831 11.900 14.011
H 14.452 7.989 8.844
H 6.526 10.429 19.012
H 10.170 7.722 20.025
H 10.422 14.767 17.904
H 7.705 9.145 20.814
```



(2)
ORCA calculation (the ωB97M-V functional and the def2-TZVPD basis) on an isolated ion of composition C9H13N2O2 and charge +1 in a non-equilibrium geometry.

Computed properties:
Charge: +1
Electronic energy (eV): -16609.686
LUMO (eV): -3.9
ΔE to the lowest compared entry with this formula, charge and spin (eV): 2.398
Strongest force on any atom (eV Å⁻¹): 4.4
Spin multiplicity: 1
SMILES string: Cc1cc[n+](CN2CCCC2=O)o1

The geometry in XYZ format:
```
26
C9H13N2O2, DFT the ωB97M-V functional and the def2-TZVPD basis
O -0.075 2.338 -1.520
O -1.211 -0.978 1.166
N -1.226 0.158 0.450
N 0.948 1.284 0.176
C 3.166 0.995 -0.475
C 0.908 1.788 -1.098
C -0.192 1.207 0.971
C -2.634 -1.215 -0.529
C -2.295 -3.137 1.112
C -2.112 0.108 -0.551
C -1.976 -1.843 0.532
C 2.099 0.445 0.480
C 2.299 1.521 -1.700
H 3.515 1.819 0.102
H 2.081 0.814 -2.427
H 1.846 -0.505 0.192
H -0.240 0.904 2.003
H -2.517 -3.955 0.535
H -3.356 -1.657 -1.156
H 3.904 0.416 -1.000
H 2.708 2.551 -2.067
H -2.273 0.946 -1.193
H -0.671 2.314 1.003
H -1.627 -3.570 1.732
H 2.140 0.450 1.578
H -3.208 -3.198 1.683
```



(3)
ORCA calculation (the ωB97M-V functional and the def2-TZVPD basis) on C32H40CdCl2N2P2Si2 as an isolated structure.

Computed properties:
Charge: 0
Electronic energy (eV): -100758.601
LUMO (eV): -0.2
Strongest force on any atom (eV Å⁻¹): 0.3
Spin multiplicity: 1

The geometry in XYZ format:
```
81
C32H40CdCl2N2P2Si2, DFT the ωB97M-V functional and the def2-TZVPD basis
Cd 0.227 -0.298 2.074
Cl 0.450 -1.184 4.719
Cl 0.150 1.721 4.429
P -1.543 -0.054 -0.024
P 1.122 1.139 -0.090
Si -1.718 -3.059 0.813
Si 3.689 -0.167 1.164
N -1.053 -1.504 0.528
N 2.044 0.273 0.955
C -2.602 1.077 -3.784
C -1.687 -1.241 -2.566
C 1.163 0.632 -4.156
C 1.634 5.126 0.545
C 4.318 0.561 2.774
C 0.430 0.403 5.556
C 1.531 -0.700 -4.285
C -3.355 -3.382 -0.047
C -3.196 0.308 0.670
C 1.681 -0.888 -1.896
C -1.862 -0.091 -1.809
C -1.967 -3.306 2.658
C 1.129 3.836 0.538
C -2.433 -0.082 -4.534
C 2.768 5.435 -0.194
C -5.693 0.725 1.862
C -3.294 0.817 1.963
C 1.784 -1.461 -3.154
C 4.824 0.393 -0.219
C -4.370 0.027 -0.021
C 3.792 -2.039 1.300
C 2.892 3.155 -0.941
C 3.393 4.449 -0.944
C 1.069 1.205 -2.897
C -0.484 -4.339 0.219
C -0.487 1.170 0.444
C 1.343 0.454 -1.758
C -4.527 1.020 2.558
C -1.968 -1.237 -3.927
C -2.313 1.074 -2.432
C -5.610 0.233 0.570
C 1.761 2.837 -0.196
H 0.223 3.586 1.079
H -4.096 -2.611 0.168
H -2.613 -2.528 3.075
H 3.707 0.215 3.613
H -0.379 0.368 6.276
H -0.777 -5.357 0.480
H -4.326 -0.361 -1.031
H 1.605 -1.147 -5.269
H 4.248 1.650 2.744
H 0.946 1.225 -5.034
H 0.785 2.246 -2.802
H -2.391 1.093 2.500
H -0.369 -4.291 -0.865
H 3.639 -2.519 0.331
H -1.012 -3.269 3.191
H 3.028 -2.427 1.979
H 0.499 -4.149 0.657
H 4.764 -2.361 1.678
H -3.765 -4.334 0.301
H 5.784 -0.119 -0.111
H -2.419 -4.273 2.881
H -6.510 0.008 0.013
H 4.269 4.684 -1.534
H -1.818 -2.135 -4.511
H -2.957 1.983 -4.257
H 4.431 0.146 -1.206
H -3.246 -3.449 -1.130
H -6.658 0.884 2.323
H -4.580 1.421 3.562
H 3.158 6.445 -0.194
H -2.430 1.976 -1.843
H 5.017 1.465 -0.182
H 5.353 0.289 2.984
H 3.382 2.395 -1.536
H 2.058 -2.504 -3.248
H 1.860 -1.485 -1.011
H 1.134 5.896 1.118
H -1.315 -2.140 -2.090
H -2.658 -0.081 -5.592
H 1.399 0.527 6.026
```



Please write out number 3 again, unchanged.
ORCA calculation (the ωB97M-V functional and the def2-TZVPD basis) on C32H40CdCl2N2P2Si2 as an isolated structure.

Computed properties:
Charge: 0
Electronic energy (eV): -100758.601
LUMO (eV): -0.2
Strongest force on any atom (eV Å⁻¹): 0.3
Spin multiplicity: 1

The geometry in XYZ format:
```
81
C32H40CdCl2N2P2Si2, DFT the ωB97M-V functional and the def2-TZVPD basis
Cd 0.227 -0.298 2.074
Cl 0.450 -1.184 4.719
Cl 0.150 1.721 4.429
P -1.543 -0.054 -0.024
P 1.122 1.139 -0.090
Si -1.718 -3.059 0.813
Si 3.689 -0.167 1.164
N -1.053 -1.504 0.528
N 2.044 0.273 0.955
C -2.602 1.077 -3.784
C -1.687 -1.241 -2.566
C 1.163 0.632 -4.156
C 1.634 5.126 0.545
C 4.318 0.561 2.774
C 0.430 0.403 5.556
C 1.531 -0.700 -4.285
C -3.355 -3.382 -0.047
C -3.196 0.308 0.670
C 1.681 -0.888 -1.896
C -1.862 -0.091 -1.809
C -1.967 -3.306 2.658
C 1.129 3.836 0.538
C -2.433 -0.082 -4.534
C 2.768 5.435 -0.194
C -5.693 0.725 1.862
C -3.294 0.817 1.963
C 1.784 -1.461 -3.154
C 4.824 0.393 -0.219
C -4.370 0.027 -0.021
C 3.792 -2.039 1.300
C 2.892 3.155 -0.941
C 3.393 4.449 -0.944
C 1.069 1.205 -2.897
C -0.484 -4.339 0.219
C -0.487 1.170 0.444
C 1.343 0.454 -1.758
C -4.527 1.020 2.558
C -1.968 -1.237 -3.927
C -2.313 1.074 -2.432
C -5.610 0.233 0.570
C 1.761 2.837 -0.196
H 0.223 3.586 1.079
H -4.096 -2.611 0.168
H -2.613 -2.528 3.075
H 3.707 0.215 3.613
H -0.379 0.368 6.276
H -0.777 -5.357 0.480
H -4.326 -0.361 -1.031
H 1.605 -1.147 -5.269
H 4.248 1.650 2.744
H 0.946 1.225 -5.034
H 0.785 2.246 -2.802
H -2.391 1.093 2.500
H -0.369 -4.291 -0.865
H 3.639 -2.519 0.331
H -1.012 -3.269 3.191
H 3.028 -2.427 1.979
H 0.499 -4.149 0.657
H 4.764 -2.361 1.678
H -3.765 -4.334 0.301
H 5.784 -0.119 -0.111
H -2.419 -4.273 2.881
H -6.510 0.008 0.013
H 4.269 4.684 -1.534
H -1.818 -2.135 -4.511
H -2.957 1.983 -4.257
H 4.431 0.146 -1.206
H -3.246 -3.449 -1.130
H -6.658 0.884 2.323
H -4.580 1.421 3.562
H 3.158 6.445 -0.194
H -2.430 1.976 -1.843
H 5.017 1.465 -0.182
H 5.353 0.289 2.984
H 3.382 2.395 -1.536
H 2.058 -2.504 -3.248
H 1.860 -1.485 -1.011
H 1.134 5.896 1.118
H -1.315 -2.140 -2.090
H -2.658 -0.081 -5.592
H 1.399 0.527 6.026
```



Please write out number 3 again, unchanged.
ORCA calculation (the ωB97M-V functional and the def2-TZVPD basis) on C32H40CdCl2N2P2Si2 as an isolated structure.

Computed properties:
Charge: 0
Electronic energy (eV): -100758.601
LUMO (eV): -0.2
Strongest force on any atom (eV Å⁻¹): 0.3
Spin multiplicity: 1

The geometry in XYZ format:
```
81
C32H40CdCl2N2P2Si2, DFT the ωB97M-V functional and the def2-TZVPD basis
Cd 0.227 -0.298 2.074
Cl 0.450 -1.184 4.719
Cl 0.150 1.721 4.429
P -1.543 -0.054 -0.024
P 1.122 1.139 -0.090
Si -1.718 -3.059 0.813
Si 3.689 -0.167 1.164
N -1.053 -1.504 0.528
N 2.044 0.273 0.955
C -2.602 1.077 -3.784
C -1.687 -1.241 -2.566
C 1.163 0.632 -4.156
C 1.634 5.126 0.545
C 4.318 0.561 2.774
C 0.430 0.403 5.556
C 1.531 -0.700 -4.285
C -3.355 -3.382 -0.047
C -3.196 0.308 0.670
C 1.681 -0.888 -1.896
C -1.862 -0.091 -1.809
C -1.967 -3.306 2.658
C 1.129 3.836 0.538
C -2.433 -0.082 -4.534
C 2.768 5.435 -0.194
C -5.693 0.725 1.862
C -3.294 0.817 1.963
C 1.784 -1.461 -3.154
C 4.824 0.393 -0.219
C -4.370 0.027 -0.021
C 3.792 -2.039 1.300
C 2.892 3.155 -0.941
C 3.393 4.449 -0.944
C 1.069 1.205 -2.897
C -0.484 -4.339 0.219
C -0.487 1.170 0.444
C 1.343 0.454 -1.758
C -4.527 1.020 2.558
C -1.968 -1.237 -3.927
C -2.313 1.074 -2.432
C -5.610 0.233 0.570
C 1.761 2.837 -0.196
H 0.223 3.586 1.079
H -4.096 -2.611 0.168
H -2.613 -2.528 3.075
H 3.707 0.215 3.613
H -0.379 0.368 6.276
H -0.777 -5.357 0.480
H -4.326 -0.361 -1.031
H 1.605 -1.147 -5.269
H 4.248 1.650 2.744
H 0.946 1.225 -5.034
H 0.785 2.246 -2.802
H -2.391 1.093 2.500
H -0.369 -4.291 -0.865
H 3.639 -2.519 0.331
H -1.012 -3.269 3.191
H 3.028 -2.427 1.979
H 0.499 -4.149 0.657
H 4.764 -2.361 1.678
H -3.765 -4.334 0.301
H 5.784 -0.119 -0.111
H -2.419 -4.273 2.881
H -6.510 0.008 0.013
H 4.269 4.684 -1.534
H -1.818 -2.135 -4.511
H -2.957 1.983 -4.257
H 4.431 0.146 -1.206
H -3.246 -3.449 -1.130
H -6.658 0.884 2.323
H -4.580 1.421 3.562
H 3.158 6.445 -0.194
H -2.430 1.976 -1.843
H 5.017 1.465 -0.182
H 5.353 0.289 2.984
H 3.382 2.395 -1.536
H 2.058 -2.504 -3.248
H 1.860 -1.485 -1.011
H 1.134 5.896 1.118
H -1.315 -2.140 -2.090
H -2.658 -0.081 -5.592
H 1.399 0.527 6.026
```



Question: Which value of strongest force on any atom does entry 1 give?
Answer: 3.8 eV Å⁻¹